1.
{"formula": "C11H19BFN2", "method": "wB97M-V/def2-TZVPD", "species": ["H", "C", "C", "H", "H", "H", "C", "C", "H", "H", "C", "N", "C", "C", "H", "F", "H", "H", "H", "H", "H", "H", "C", "H", "H", "N", "B", "H", "C", "H", "C", "C", "H", "H"], "positions_angstrom": [[1.520, 2.122, 0.742], [1.760, 2.525, 1.822], [0.320, 2.615, 2.639], [2.058, 0.633, 3.230], [-3.562, -2.267, 0.404], [-1.184, 1.711, 1.137], [-0.229, -0.035, -2.837], [1.016, 1.747, -2.311], [-0.159, 3.648, 2.326], [-0.880, -1.878, 0.669], [-2.770, -2.895, 0.018], [0.129, 0.820, -1.827], [-1.655, -4.557, -1.010], [-1.419, -2.671, 0.168], [3.452, 0.940, 1.947], [-0.235, 0.060, 2.248], [2.188, 3.620, 1.798], [0.515, 2.679, 3.815], [-3.847, -4.557, -1.025], [1.887, 2.027, -4.304], [-0.929, -0.840, -2.658], [-1.686, 1.567, 2.971], [2.701, 1.465, 2.675], [-0.209, 0.775, -0.875], [1.417, 2.518, -1.668], [-0.748, -3.684, -0.465], [-0.764, 1.448, 2.217], [3.243, 2.079, 3.514], [1.233, 1.473, -3.643], [0.258, -3.775, -0.521], [-2.918, -4.089, -0.727], [0.445, 0.346, -3.976], [0.375, -0.136, -4.942], [-1.323, -5.433, -1.551]], "forces_ev_per_a": [[0.664, 0.840, 2.063], [-1.144, -0.380, 1.413], [1.157, 1.353, -0.116], [1.169, 1.879, -1.495], [0.193, -0.073, -0.042], [-0.126, -0.025, -1.305], [0.051, 0.047, 0.143], [-0.081, -0.111, 0.099], [0.736, -1.810, 0.724], [-0.120, 0.020, 0.065], [0.244, 0.238, 0.148], [0.111, 0.000, -0.356], [-0.036, -0.146, -0.125], [0.040, 0.182, 0.031], [-1.110, 0.961, 1.581], [0.044, 0.384, -0.103], [-0.302, -2.311, -0.204], [-0.110, -0.085, -2.346], [0.156, 0.047, 0.032], [-0.094, -0.064, 0.112], [0.108, 0.115, -0.016], [-0.640, -0.210, 0.536], [-0.224, 0.328, -0.225], [-0.017, 0.129, 0.039], [-0.070, -0.145, -0.104], [-0.106, -0.023, 0.028], [0.681, 0.155, 0.825], [-0.738, -1.245, -1.635], [0.138, 0.264, 0.170], [-0.415, 0.097, 0.049], [0.157, -0.332, -0.197], [-0.216, -0.276, -0.009], [-0.009, 0.059, 0.146], [-0.091, 0.137, 0.072]], "lowdin_charge": [0.077, -0.272, -0.260, 0.082, 0.093, 0.013, -0.144, -0.142, 0.080, 0.103, -0.112, 0.032, -0.165, -0.123, 0.057, -0.162, 0.087, 0.089, 0.082, 0.080, 0.101, 0.015, -0.164, 0.124, 0.099, 0.000, -0.645, 0.061, -0.136, 0.147, -0.133, -0.138, 0.080, 0.095], "gap_ev": 7.86, "total_charge": -1, "lumo_energy_ev": 3.1, "homo_ev": -4.786, "relative_energy_kcal_mol": 30.62}

=====

2.
{"formula": "C11H19CdNS7", "method": "wB97M-V/def2-TZVPD", "species": ["H", "H", "C", "C", "H", "H", "C", "S", "H", "S", "H", "N", "H", "H", "H", "S", "C", "H", "H", "H", "H", "S", "C", "S", "H", "H", "C", "H", "C", "H", "Cd", "S", "C", "H", "C", "C", "S", "C", "H"], "positions_angstrom": [[-2.713, -0.682, -0.714], [0.068, 1.554, -3.555], [-0.668, -2.153, -1.829], [0.662, 3.725, 0.429], [1.113, -0.970, -2.215], [1.152, 1.506, -2.138], [0.104, 1.521, -2.458], [-0.765, 2.773, -0.076], [-1.728, -2.166, -2.119], [-0.254, 0.622, 2.893], [0.447, 4.770, 0.167], [-0.535, 0.289, -1.983], [-2.486, 1.331, 1.664], [-0.058, -1.021, -3.561], [-1.657, 2.773, -2.268], [2.087, 0.271, 0.907], [0.879, -0.509, 3.160], [1.751, -2.577, -0.142], [-0.122, 3.655, -2.187], [1.587, 3.384, -0.048], [-0.218, -3.092, -2.165], [0.844, -1.549, 4.594], [0.047, -0.968, -2.469], [2.933, -3.557, 5.289], [-2.386, -0.554, 1.760], [0.756, 3.635, 1.519], [0.884, -3.036, 0.350], [-2.798, 1.199, -0.799], [2.358, -2.404, 4.295], [1.036, -3.013, 1.437], [-0.326, 0.305, 0.324], [-0.645, -2.185, -0.008], [1.978, -0.639, 2.283], [-1.525, 0.311, -2.238], [-2.626, 0.290, -0.204], [-2.467, 0.359, 1.145], [3.159, -1.855, 2.821], [-0.626, 2.732, -1.886], [0.754, -4.076, 0.026]], "forces_ev_per_a": [[-0.065, 0.588, 0.319], [0.157, 0.201, 0.046], [0.033, -0.242, 0.028], [0.236, 0.643, -0.112], [-0.108, -0.001, 0.009], [-0.111, 0.000, -0.040], [-0.052, -0.266, -0.058], [-0.151, 0.940, -0.263], [0.259, -0.044, 0.011], [-2.752, 2.294, 0.711], [0.285, -0.214, 0.130], [0.073, -0.005, -0.848], [-0.084, -0.738, -0.260], [0.149, -0.189, 0.062], [0.287, 0.022, 0.032], [1.782, 1.020, -2.453], [3.817, -2.003, -0.511], [-0.293, 0.018, 0.216], [-0.127, -0.099, -0.102], [-0.229, -0.035, 0.187], [-0.125, 0.107, -0.062], [0.843, -0.091, -0.823], [-0.010, 0.264, -0.090], [0.232, -0.294, 0.154], [-0.276, 0.747, -0.369], [-0.044, -0.149, -0.318], [0.360, -0.585, -0.120], [0.048, -0.495, 0.326], [-0.537, 0.910, -0.646], [-0.101, 0.055, -0.356], [2.185, 0.022, 0.930], [-0.310, -1.003, -0.252], [-1.708, -1.590, 3.718], [0.400, 0.003, -0.058], [-1.754, -0.047, 0.935], [-2.039, -0.279, -0.338], [-0.437, 0.012, 0.280], [-0.026, 0.334, -0.130], [0.193, 0.189, 0.112]], "lowdin_charge": [0.041, 0.125, -0.438, -0.380, 0.118, 0.120, -0.268, 0.776, 0.076, 0.503, 0.041, -0.211, 0.035, 0.125, 0.079, 0.410, -1.270, 0.039, 0.088, 0.041, 0.088, 0.860, -0.267, 0.507, 0.041, 0.044, -0.388, 0.049, -1.511, 0.020, 0.963, 0.798, -1.270, 0.097, -0.230, -0.301, 0.843, -0.441, 0.048], "gap_ev": 5.75, "lumo_energy_ev": -0.2, "homo_ev": -5.948}

=====

3.
{"formula": "C11H19ClSi", "method": "wB97M-V/def2-TZVPD", "species": ["H", "C", "H", "C", "H", "C", "C", "H", "Cl", "C", "H", "H", "H", "H", "H", "H", "Si", "H", "H", "C", "C", "H", "H", "H", "C", "C", "H", "C", "H", "H", "H", "C"], "positions_angstrom": [[2.925, -0.486, -1.312], [1.561, 0.227, 0.184], [-2.795, 1.270, -0.381], [-0.674, 0.251, -3.292], [4.990, 0.075, 0.396], [-1.022, 0.041, 2.244], [2.834, -0.531, -0.182], [-1.863, -2.107, 0.587], [0.481, -3.023, 0.608], [-1.667, 0.001, 0.838], [-1.983, 2.346, 0.739], [-1.821, 0.188, -3.495], [1.316, 2.208, 1.383], [2.870, -1.666, -0.197], [-0.170, -0.034, -4.169], [-3.210, -1.160, 1.646], [-0.084, -0.223, -0.306], [-1.855, 0.410, 2.846], [-0.347, 1.195, -3.080], [-2.411, 1.308, 0.737], [-2.539, -1.269, 0.689], [-0.265, 0.824, 2.344], [0.757, -1.303, -2.343], [-3.270, 1.209, 1.417], [1.942, 1.295, 0.960], [-0.260, -0.812, -2.167], [4.067, 1.985, 1.500], [3.864, 0.195, 0.518], [-0.924, -1.571, -2.279], [-0.665, -0.874, 2.679], [-3.169, -1.253, -0.222], [3.386, 1.286, 1.107]], "forces_ev_per_a": [[0.344, 0.593, 0.640], [-0.559, -2.934, -1.460], [-0.061, 0.325, 2.065], [-2.171, -3.123, 1.158], [-1.757, -0.290, 0.098], [-0.814, 0.638, 0.324], [-0.961, -2.329, -3.134], [-0.266, -0.568, 0.757], [-0.184, 1.401, -0.499], [3.232, 0.055, 0.151], [0.364, -1.304, 0.734], [2.106, 0.363, 0.508], [1.192, -2.322, -1.156], [-0.601, 1.117, 1.191], [0.456, -0.466, -1.396], [1.004, -1.103, -1.745], [-1.819, -2.477, -1.066], [0.027, -0.192, 0.593], [0.444, 2.653, 0.681], [-1.804, 0.266, -3.981], [-1.080, 1.983, 0.866], [0.080, -0.187, -0.148], [-1.145, 0.830, -0.052], [0.047, 0.476, -0.229], [2.905, 5.967, 4.007], [2.711, 2.610, 0.430], [0.105, 1.112, 0.841], [4.112, -1.910, -1.507], [-2.016, -2.508, 0.240], [0.236, -0.556, -0.192], [0.137, 0.224, 0.495], [-4.265, 1.655, 0.786]], "lowdin_charge": [0.133, -0.302, 0.109, -0.125, 0.145, -0.127, -0.214, -0.025, -0.193, -0.679, 0.092, 0.108, 0.148, 0.104, 0.037, 0.127, 0.877, 0.077, 0.011, -0.125, -0.101, 0.056, 0.078, 0.081, -0.105, -0.285, 0.098, -0.092, 0.007, 0.071, 0.082, -0.066], "s_squared": 2.016, "gap_ev": [6.11, 5.71], "lumo_energy_ev": [0.0, -3.1], "homo_ev": [-6.161, -8.814], "multiplicity": 3, "relative_energy_kcal_mol": 86.11}

=====

4.
{"formula": "C11H19ErO2", "method": "wB97M-V/def2-TZVPD", "species": ["H", "Er", "H", "C", "H", "H", "C", "H", "H", "H", "H", "H", "H", "C", "H", "C", "H", "H", "C", "O", "C", "H", "H", "H", "C", "H", "C", "O", "H", "C", "C", "C", "H"], "positions_angstrom": [[-0.007, -1.904, 3.397], [0.201, -0.160, 0.517], [-2.934, 1.076, 0.282], [3.128, -0.149, 2.130], [1.933, -2.620, -0.014], [3.552, 0.819, 2.431], [0.153, -1.907, -1.220], [-3.060, -1.144, 1.881], [-0.815, -0.627, 4.368], [-2.869, 0.583, 2.335], [3.453, -0.430, 1.120], [3.382, -0.947, 2.846], [-0.402, 2.509, -0.862], [1.143, 0.093, -1.875], [1.337, 1.037, -2.385], [2.079, -0.596, -1.032], [1.712, -0.311, 4.173], [-1.145, 2.787, 0.811], [-0.267, -0.830, 3.436], [1.682, -0.049, 2.104], [1.468, -1.847, -0.624], [-0.895, -0.470, -2.608], [-2.218, 0.837, -1.401], [-2.750, -0.691, 3.601], [-2.201, 1.406, -0.458], [-0.548, -2.732, -1.141], [-0.030, -0.710, -1.986], [-1.131, -0.540, 2.283], [3.088, -0.265, -0.819], [-2.560, -0.444, 2.551], [-1.234, 2.299, -0.168], [1.004, 0.034, 3.411], [0.758, 1.093, 3.593]], "forces_ev_per_a": [[-0.179, 0.435, 0.054], [-1.376, 1.164, -0.849], [-0.048, 0.555, -0.326], [0.574, -0.215, 0.410], [-0.088, 0.134, -0.186], [-0.097, -0.375, -0.085], [0.924, 0.502, -0.197], [-0.060, 0.036, 0.217], [0.226, -0.027, -0.319], [-0.007, -0.252, 0.233], [-0.125, 0.166, 0.589], [0.117, 0.373, -0.307], [-0.685, 0.138, 0.045], [0.298, -0.722, 0.459], [-0.127, -0.286, 0.183], [-0.941, -0.769, -0.652], [-0.309, 0.047, -0.082], [-0.388, 0.016, -0.379], [0.418, -0.453, 0.059], [-0.516, -0.151, 0.558], [-0.033, 0.544, -0.934], [0.321, -0.160, 0.272], [-0.108, 0.677, 0.327], [-0.038, 0.020, -0.386], [0.749, -0.650, 0.185], [0.143, 0.124, -0.022], [0.376, -0.255, 0.206], [0.672, 0.104, 0.759], [-0.150, -0.071, -0.105], [-0.230, 0.093, 0.019], [0.608, -0.776, 0.224], [-0.100, 0.369, 0.063], [0.178, -0.334, -0.034]], "lowdin_charge": [0.157, 1.633, 0.061, 0.014, 0.131, 0.127, -0.167, 0.116, 0.154, 0.096, 0.082, 0.124, 0.078, -0.144, 0.132, -0.182, 0.155, 0.084, -0.106, -0.364, -0.187, 0.125, 0.073, 0.117, -0.036, 0.129, -0.166, -0.352, 0.114, 0.008, -0.061, -0.098, 0.154], "s_squared": 3.753, "gap_ev": [8.92, 9.03], "total_charge": 2, "lumo_energy_ev": [-7.5, -7.4], "homo_ev": [-16.448, -16.470], "multiplicity": 4}

=====

5.
{"formula": "C11H19F3O7P", "method": "wB97M-V/def2-TZVPD", "species": ["P", "H", "H", "F", "H", "C", "C", "H", "C", "H", "C", "C", "H", "C", "H", "O", "H", "C", "H", "O", "H", "H", "H", "H", "H", "C", "O", "H", "C", "H", "H", "O", "O", "H", "O", "F", "F", "C", "C", "H", "O"], "positions_angstrom": [[-1.391, 0.736, 0.572], [4.967, -1.331, 3.698], [-4.091, -0.903, 1.704], [-1.317, 3.059, -1.254], [-2.111, -2.727, 1.602], [-3.736, -1.482, 0.847], [-1.417, -0.710, 1.631], [-1.836, -2.037, -0.008], [-0.283, 3.593, -0.546], [-0.382, -1.015, 1.813], [-0.141, -1.169, -3.893], [1.946, -1.786, 3.044], [-0.214, 2.416, 1.861], [3.712, -0.856, 1.962], [4.544, -2.738, 2.695], [3.003, -1.981, 3.835], [0.841, 1.121, 1.259], [0.617, 0.958, -4.094], [-3.923, -0.898, -0.060], [0.819, -2.066, 3.318], [-1.324, 1.547, -4.935], [4.199, -1.018, 1.005], [-1.854, -0.390, 2.584], [1.031, 1.699, -3.416], [-1.343, 1.249, -3.183], [-2.250, -1.836, 0.986], [-1.189, -0.437, -4.345], [-2.584, 1.449, 0.662], [0.037, 1.811, 0.984], [-1.302, 0.324, -0.757], [1.061, 1.083, -5.082], [0.909, -0.356, -3.608], [0.524, 2.588, -0.088], [-4.354, -2.375, 0.770], [-0.147, -2.343, -3.739], [0.417, 4.372, -1.317], [-0.839, 4.294, 0.455], [-0.900, 0.946, -4.136], [4.201, -1.773, 3.068], [3.782, 0.197, 2.238], [2.318, -1.216, 1.868]], "forces_ev_per_a": [[-0.110, -0.287, 0.094], [-0.078, 0.015, 0.083], [-0.022, -0.100, -0.005], [0.193, 0.131, 0.096], [0.027, 0.106, -0.081], [0.103, 0.088, -0.040], [-0.228, 0.054, 0.001], [0.031, -0.269, 0.158], [-0.403, -0.369, 0.537], [-0.092, -0.018, 0.020], [-0.021, 0.073, 0.015], [0.023, -0.126, 0.080], [-0.006, -0.027, -0.083], [0.055, 0.037, 0.008], [-0.012, -0.001, -0.015], [0.071, -0.057, 0.019], [-0.046, 0.103, -0.088], [-0.020, 0.107, -0.041], [-0.014, 0.027, 0.089], [-0.004, 0.170, -0.119], [-0.039, -0.110, -0.054], [-0.087, -0.069, -0.033], [0.136, -0.102, -0.012], [0.029, -0.054, 0.043], [0.004, 0.063, -0.012], [-0.111, 0.148, -0.067], [-0.007, -0.025, 0.007], [0.000, 0.104, -0.061], [0.034, -0.094, 0.125], [0.131, 0.080, -0.088], [-0.015, -0.033, -0.006], [0.028, 0.004, 0.057], [-0.032, 0.310, -0.131], [0.082, 0.026, -0.006], [-0.010, -0.053, 0.044], [0.060, 0.093, -0.165], [0.244, -0.180, -0.286], [0.033, 0.109, -0.021], [0.068, -0.008, -0.060], [-0.004, -0.011, 0.008], [0.008, 0.143, -0.007]], "lowdin_charge": [1.128, 0.139, 0.080, 0.117, 0.123, -0.107, -0.334, 0.106, -0.716, 0.064, -0.574, -0.574, 0.127, -0.099, 0.140, 0.086, 0.111, -0.109, 0.070, 0.148, 0.139, 0.136, 0.116, 0.125, 0.103, -0.278, 0.060, 0.056, -0.266, 0.050, 0.138, 0.052, 0.010, 0.084, 0.179, 0.240, 0.177, -0.118, -0.088, 0.132, 0.028], "gap_ev": 10.70, "total_charge": 1, "lumo_energy_ev": -2.9, "homo_ev": -13.573}

=====

6.
{"formula": "C11H19FN3Ru", "method": "wB97M-V/def2-TZVPD", "species": ["H", "C", "C", "C", "C", "H", "F", "H", "H", "C", "C", "H", "Ru", "H", "C", "C", "N", "C", "N", "H", "H", "H", "H", "H", "H", "C", "C", "H", "H", "H", "H", "H", "H", "N", "H"], "positions_angstrom": [[0.977, -1.838, -3.224], [0.409, 2.175, -1.838], [1.791, 1.765, -1.383], [-2.924, -0.458, 2.264], [-0.491, -0.182, 2.267], [-0.209, -2.102, -1.278], [-3.706, -2.626, 2.351], [0.386, 3.232, -2.106], [2.950, -0.449, -2.326], [-1.397, -2.461, 2.331], [-2.695, -1.852, 2.317], [-1.183, -1.104, -2.119], [-0.091, 0.046, 0.083], [2.502, 1.761, -2.209], [-1.838, 0.365, 2.252], [-0.322, -1.646, 2.304], [-0.514, 1.928, -0.699], [2.075, -0.718, -1.734], [1.765, 0.389, -0.752], [2.330, -1.606, -1.150], [-0.316, 2.644, 0.001], [0.625, -0.120, -3.243], [-1.967, 1.442, 2.273], [0.448, 1.717, 2.379], [0.055, 1.605, -2.690], [0.594, 0.650, 2.251], [0.852, -0.958, -2.594], [0.684, -2.047, 2.373], [2.161, 2.460, -0.628], [-1.486, 2.096, -0.963], [1.585, 0.284, 2.500], [2.507, 0.383, -0.055], [-1.328, -3.541, 2.396], [-0.285, -1.144, -1.633], [-3.944, -0.091, 2.284]], "forces_ev_per_a": [[0.011, -0.017, 0.018], [-0.033, 0.124, -0.047], [0.066, -0.109, 0.073], [0.008, 0.044, -0.032], [-0.543, -0.566, -0.282], [-0.140, 0.003, -0.019], [-0.200, -0.147, 0.020], [0.067, -0.012, -0.075], [0.016, 0.001, -0.013], [-0.320, -0.013, -0.025], [0.261, -0.026, -0.034], [0.056, 0.000, -0.088], [-0.991, -0.716, 0.116], [0.003, 0.070, -0.002], [0.001, -0.101, 0.073], [0.239, 0.511, 0.247], [0.114, -0.217, 0.430], [-0.131, 0.153, 0.037], [0.135, 0.062, -0.019], [-0.024, -0.016, -0.027], [-0.056, -0.030, 0.129], [0.037, -0.030, -0.079], [0.024, 0.001, -0.003], [0.081, 0.028, -0.020], [-0.042, 0.086, -0.044], [0.994, 1.003, 0.375], [0.147, -0.166, 0.186], [-0.010, -0.027, -0.020], [0.005, 0.001, -0.003], [-0.008, -0.108, -0.177], [0.009, -0.066, -0.148], [0.043, -0.056, -0.054], [-0.012, 0.009, 0.015], [0.198, 0.336, -0.510], [-0.006, -0.009, 0.001]], "lowdin_charge": [0.152, -0.165, -0.117, 0.092, -0.418, 0.128, 0.270, 0.155, 0.150, 0.089, -0.161, 0.135, 1.182, 0.150, 0.024, 0.023, -0.032, -0.127, -0.145, 0.139, 0.125, 0.114, 0.150, 0.107, 0.111, 0.058, -0.156, 0.151, 0.144, 0.140, 0.111, 0.138, 0.163, -0.044, 0.163], "gap_ev": [7.02, 7.02], "total_charge": 3, "lumo_energy_ev": [-13.7, -13.7], "homo_ev": [-20.715, -20.714]}